w:
This record from OMol25 describes an isolated molecule of C21H25NO5. The level of theory is the ωB97M-V functional and the def2-TZVPD basis.

XYZ file:
```
52
C21H25NO5, DFT the ωB97M-V functional and the def2-TZVPD basis
C -7.0501 -1.4798 0.2539
C -5.6223 -2.2115 0.3673
H -5.6232 -2.6954 1.2665
H -5.5137 -2.8875 -0.5105
O -4.6724 -1.4590 0.3700
C -4.2085 -0.8894 -0.5537
O -4.5950 -1.2494 -1.5567
C -3.1016 0.1643 -0.4828
C -2.5720 0.6979 0.6955
C -1.4672 1.5214 0.3463
C -1.5423 1.7359 -1.0197
N -2.5334 0.7812 -1.5528
H -2.6420 0.2457 -2.5106
C -0.5319 2.3885 -1.8684
H -1.0762 3.1731 -2.4189
H -0.3089 1.6702 -2.6379
C 0.7010 2.5859 -1.0338
C 1.6314 1.5954 -0.7394
C 3.0757 2.1067 -0.5611
C 3.8870 1.0796 -0.0950
C 3.5587 -0.3262 -0.3325
C 2.1680 -0.5951 -0.4051
C 1.3466 0.4162 -0.7882
H 0.2966 0.0063 -0.9052
O 1.7827 -1.7854 -0.9018
C 2.5585 -3.0345 -0.1236
H 3.3977 -3.4678 -0.6713
H 2.7609 -2.7321 0.9054
H 1.7023 -3.9309 -0.0837
O 4.5555 -1.3493 0.0776
C 5.8334 -0.8443 0.3740
C 6.5450 -2.2700 0.5854
H 7.6179 -1.9761 1.0586
H 6.0463 -2.9349 1.4683
H 6.5884 -2.9234 -0.1809
H 5.8159 -0.1319 1.3672
H 6.3612 -0.3814 -0.5381
H 4.9181 1.3676 0.2932
H 3.2433 3.0837 -0.4522
C 0.0886 3.4891 0.3421
C -0.5182 2.3282 1.2789
O -0.6327 2.4775 2.5662
H -0.5398 4.1785 0.0751
H 1.0130 3.5706 0.8488
H 1.0794 3.5949 -1.7206
C -2.7380 0.3175 2.1833
H -2.6363 -0.7786 2.4611
H -2.1699 0.8486 2.9061
H -3.9265 0.6679 2.2497
H -7.4158 -0.7285 1.0429
H -7.0510 -0.8682 -0.8087
H -7.8841 -2.1615 0.0699
```

Calculated values
2S+1: 1
structure (SMILES): CCOC(=O)c1[nH]c2c(c1C)C(=O)C[C@@H](c1ccc(OCC)c(OC)c1)C2

***

x:
This record from OMol25 describes an isolated molecule of C21H25NO5. The level of theory is the ωB97M-V functional and the def2-TZVPD basis.

XYZ file:
```
52
C21H25NO5, DFT the ωB97M-V functional and the def2-TZVPD basis
C -1.7784 -4.4204 -1.3140
H -2.8104 -4.5174 -1.6445
H -1.2661 -3.7257 -1.9730
H -1.2964 -5.3921 -1.3895
C -1.7322 -3.9213 0.1317
C -2.4230 -2.5959 0.2558
C -3.7229 -2.5873 0.6433
C -4.5021 -1.3863 0.7846
O -5.6687 -1.3233 1.0924
O -3.8377 -0.2102 0.5517
C -2.5420 -0.1708 0.1712
C -2.0284 1.1157 -0.0067
C -0.7012 1.2470 -0.3879
C 0.0731 0.1088 -0.6292
C -0.4367 -1.1610 -0.4633
C -1.7775 -1.3376 -0.0293
O 0.2859 -2.2804 -0.7377
C 1.6575 -2.1614 -0.9997
C 2.4267 -1.6072 0.2121
O 1.9504 -1.5660 1.3217
N 3.6760 -1.1926 -0.0932
C 4.5739 -0.6752 0.8909
C 6.0371 -0.9761 0.7887
C 5.5319 0.4126 0.5156
H 5.7333 1.1888 1.2364
H 5.5326 0.7588 -0.5070
H 6.5872 -1.1583 1.6980
H 6.3778 -1.5642 -0.0503
H 4.0972 -0.6573 1.8614
H 4.0240 -1.2688 -1.0363
H 1.9955 -3.1861 -1.1876
H 1.8472 -1.5556 -1.8967
H 1.0926 0.2803 -0.9308
O -0.0831 2.4308 -0.5778
C -0.7540 3.6120 -0.1180
C -0.0903 4.7712 -0.8619
H -0.5012 5.7173 -0.5225
H 0.9805 4.7610 -0.6775
H -0.2562 4.6749 -1.9318
C -0.5285 3.7535 1.3903
H -1.0896 4.5997 1.7769
H -0.8400 2.8511 1.9096
H 0.5290 3.9097 1.5897
C -2.2451 3.5339 -0.4659
C -2.8979 2.3239 0.1937
H -3.8815 2.1365 -0.2403
H -3.0531 2.5000 1.2614
H -2.7400 4.4545 -0.1572
H -2.3351 3.4445 -1.5513
H -4.2430 -3.5043 0.8718
H -2.2478 -4.6423 0.7692
H -0.6994 -3.8413 0.4629
```

Calculated values
2S+1: 1
structure (SMILES): CCc1cc(=O)oc2c3c(cc(OCC(=O)NC4CC4)c12)OC(C)(C)CC3

***

Most stable to least stable, the ends of the list are x and w.

***

w:
This record from OMol25 describes an isolated molecule of C8H8N2O. The level of theory is the ωB97M-V functional and the def2-TZVPD basis.

XYZ file:
```
19
C8H8N2O, DFT the ωB97M-V functional and the def2-TZVPD basis
C -1.9991 -1.2361 -0.0294
C -2.1745 0.1259 0.5682
C -0.8721 -1.3874 -0.7448
C -1.1844 0.9988 0.5215
C 1.0164 1.7766 -0.1629
C 2.2575 1.2330 -0.1195
C 2.0010 -1.1107 0.0014
C 0.1669 -0.3825 -0.8699
N 2.2141 -2.2531 0.5233
N -0.0735 0.8767 -0.2777
O 2.7845 0.0570 0.1794
H -2.7209 -2.0531 0.1635
H -2.9764 0.1782 1.2673
H -0.5367 -2.2343 -1.4768
H -1.1136 1.9564 1.1444
H 0.8808 2.8123 -0.6813
H 3.0423 2.0400 -0.3672
H 0.7151 -0.2787 -1.8287
H 2.8720 -2.3180 1.3128
```

Calculated values
2S+1: 1

***

x:
This record from OMol25 describes an isolated molecule of C8H8N2O. The level of theory is the ωB97M-V functional and the def2-TZVPD basis.

XYZ file:
```
19
C8H8N2O, DFT the ωB97M-V functional and the def2-TZVPD basis
C -0.1591 -0.4788 1.5371
C 0.8506 -2.6091 1.8630
C -0.4921 1.9429 1.2924
C -0.0468 2.0562 -0.1518
C 0.4207 -1.3321 -0.4489
C 0.0173 1.2792 -1.1793
C -0.4509 -0.2697 -1.1632
C 0.3537 -1.6087 1.0896
N -0.6691 0.5720 1.6141
N 1.2004 -3.5611 2.3871
O -0.6689 -0.6148 -2.5848
H 0.3038 2.3500 1.8448
H -1.2928 2.4999 1.5661
H 0.2559 2.9891 -0.4532
H 0.1519 -2.3201 -0.8091
H 1.4369 -1.2196 -0.5342
H 0.2867 1.7342 -2.1550
H -1.4875 -0.2052 -0.7889
H -0.0106 -1.2044 -2.9259
```

Calculated values
2S+1: 1
structure (SMILES): N#CC1=C=NC/C=C\[C@@H](O)C1

***

y:
This record from OMol25 describes a cluster of 2 separate species, C8H8N2O in total. The level of theory is the ωB97M-V functional and the def2-TZVPD basis.

XYZ file:
```
19
C8H8N2O, DFT the ωB97M-V functional and the def2-TZVPD basis
C -1.1256 -0.1801 -2.8445
C -1.4312 -0.9476 -1.7122
C -0.2253 0.8131 -2.6190
C -0.6482 -0.3885 -0.7681
C 1.0452 1.1351 -0.2980
C -0.2564 -0.4484 0.5916
C 0.8766 -0.5234 3.9079
C 0.2857 -0.0851 4.8384
N 0.6357 0.4520 0.8867
N 0.0851 0.6770 -1.3186
O 1.9296 -0.9086 3.1809
H -1.5551 -0.2983 -3.8282
H -1.9133 -1.9815 -1.6343
H 0.0481 1.6475 -3.4116
H 1.9951 0.9334 -0.7020
H -0.3540 0.2409 5.6168
H 0.9503 2.1955 -0.1197
H -0.7865 -0.9976 1.3834
H 1.8429 -0.4341 2.3152
```

Calculated values
2S+1: 1
structure (SMILES): C1=NCn2cccc21.C#CO

***

Most stable to least stable, the ends of the list are y and w.